(1)
DFT (ωB97M-V/def2-TZVPD) results for a cluster of 2 separate species, C6H17NO in total in a non-equilibrium geometry.

Bonds (Å) are listed after each position.
CARTESIAN COORDINATES (ANGSTROEM)
1 C 0.119 -1.408 -1.689  C2 1.540, H8 1.095, H9 1.083, H10 1.088
2 C 0.637 0.041 -1.643  C1 1.540, N3 1.447, H11 1.092, H12 1.073
3 N -0.343 1.006 -1.191  C2 1.447, C4 1.456, H13 1.010
4 C -0.308 1.306 0.234  N3 1.456, C5 1.523, C6 1.573, H14 1.089
5 C -0.611 2.780 0.470  C4 1.523, H15 1.093, H16 1.089, H17 1.088
6 C -1.339 0.418 1.023  C4 1.573, C7 1.542, H18 1.091, H19 1.085
7 C -0.651 -0.484 2.067  C6 1.542, H20 1.093, H21 1.092, H22 1.089
8 H -0.216 -1.669 -0.680  C1 1.095
9 H 0.985 -2.013 -1.927  C1 1.083
10 H -0.779 -1.491 -2.298  C1 1.088
11 H 0.990 0.238 -2.657  C2 1.092
12 H 1.552 0.044 -1.081  C2 1.073
13 H -0.227 1.855 -1.727  N3 1.010
14 H 0.689 1.143 0.641  C4 1.089
15 H -1.659 3.019 0.271  C5 1.093
16 H -0.463 3.080 1.506  C5 1.089
17 H 0.068 3.420 -0.088  C5 1.088
18 H -2.007 1.126 1.517  C6 1.091
19 H -1.858 -0.198 0.297  C6 1.085
20 H -0.450 0.116 2.958  C7 1.093
21 H -1.301 -1.323 2.325  C7 1.092
22 H 0.297 -0.858 1.684  C7 1.089
23 O 2.113 -3.039 0.578  H24 0.966, H25 0.966
24 H 1.370 -2.578 0.991  O23 0.966
25 H 2.059 -2.878 -0.373  O23 0.966

Computed properties:
LUMO energy (eV): 0.97
Structure (SMILES): CCN[C@@H](C)CC.O
Energy relative to the best compared isomer or geometry (same formula, charge and spin) (kJ/mol): 69.54
F_max (eV Å⁻¹): 1.8
2S+1: 1
E (eV): -10034.8616
Molecular weight (u): 119.21
Gap between HOMO and LUMO (eV): 9.94

---

(2)
DFT (ωB97M-V/def2-TZVPD) results for a cluster of 2 separate species, C6H17NO2 in total.

Bonds (Å) are listed after each position.
CARTESIAN COORDINATES (ANGSTROEM)
1 C -0.733 -0.854 1.508  N2 1.451, H6 1.095, H7 1.094, H8 1.092
2 N 0.393 -1.516 0.876  C1 1.451, C3 1.466, H9 1.020
3 C 1.521 -0.669 0.478  N2 1.466, C4 1.531, C5 1.531, H10 1.097
4 C 2.702 -1.605 0.205  C3 1.531, H11 1.096, H12 1.097, H13 1.095
5 C 1.932 0.392 1.502  C3 1.531, H14 1.095, H15 1.096, H16 1.094
6 H -1.670 -1.217 1.073  C1 1.095
7 H -0.751 -1.100 2.574  C1 1.094
8 H -0.732 0.233 1.401  C1 1.092
9 H 0.074 -2.062 0.075  N2 1.020
10 H 1.272 -0.156 -0.459  C3 1.097
11 H 2.465 -2.319 -0.592  C4 1.096
12 H 2.972 -2.175 1.102  C4 1.097
13 H 3.586 -1.040 -0.111  C4 1.095
14 H 1.210 1.216 1.532  C5 1.095
15 H 2.899 0.833 1.238  C5 1.096
16 H 2.017 -0.029 2.508  C5 1.094
17 C -1.754 2.024 -0.780  C18 1.517, H21 1.095, H22 1.094, H23 1.095
18 C -1.734 0.754 -1.609  C17 1.517, O19 1.407, O20 1.409, H24 1.091
19 O -1.500 1.069 -2.961  C18 1.407, H25 0.973
20 O -2.973 0.086 -1.534  C18 1.409, H26 0.969
21 H -0.763 2.490 -0.762  C17 1.095
22 H -2.077 1.823 0.246  C17 1.094
23 H -2.449 2.756 -1.205  C17 1.095
24 H -0.949 0.081 -1.259  C18 1.091
25 H -1.307 0.215 -3.386  O19 0.973
26 H -3.652 0.767 -1.656  O20 0.969

Computed properties:
LUMO energy (eV): 0.73
Structure (SMILES): CNC(C)C.CC(O)O
Energy relative to the best compared isomer or geometry (same formula, charge and spin) (kJ/mol): 55.58
F_max (eV Å⁻¹): 0.8
2S+1: 1
E (eV): -12082.3928
Molecular weight (u): 135.21
Gap between HOMO and LUMO (eV): 9.34

---

(3)
DFT (ωB97M-V/def2-TZVPD) results for a cluster of 3 separate species, C6H17NO3 in total in a non-equilibrium geometry.

Bonds (Å) are listed after each position.
CARTESIAN COORDINATES (ANGSTROEM)
1 C -0.854 2.404 0.519  N2 1.444, H9 1.082, H10 1.096, H11 1.090
2 N -0.264 1.146 0.127  C1 1.444, C3 1.453, C6 1.509
3 C -0.848 0.618 -1.094  N2 1.453, C4 1.545, H12 1.089, H13 1.099
4 C -1.902 -0.386 -0.577  C3 1.545, C5 1.521, H14 1.088, H15 1.100
5 C -1.183 -1.054 0.586  C4 1.521, C6 1.539, H16 1.081, H17 1.079
6 C -0.326 0.074 1.188  N2 1.509, C5 1.539, C7 1.533, H18 1.083
7 C 1.102 -0.328 1.572  C6 1.533, O8 1.448, H19 1.079, H20 1.094
8 O 1.453 0.134 2.899  C7 1.448, H21 0.967
9 H -0.609 3.150 -0.227  C1 1.082
10 H -1.950 2.366 0.531  C1 1.096
11 H -0.467 2.740 1.481  C1 1.090
12 H -0.138 0.162 -1.782  C3 1.089
13 H -1.389 1.388 -1.661  C3 1.099
14 H -2.811 0.161 -0.336  C4 1.088
15 H -2.214 -1.146 -1.310  C4 1.100
16 H -1.899 -1.309 1.355  C5 1.081
17 H -0.621 -1.911 0.247  C5 1.079
18 H -0.705 0.647 2.024  C6 1.083
19 H 1.798 0.178 0.920  C7 1.079
20 H 1.331 -1.396 1.532  C7 1.094
21 H 1.411 -0.603 3.524  O8 0.967
22 O 0.444 -2.742 -2.956  H23 0.958, H24 0.959
23 H -0.197 -2.551 -2.271  O22 0.958
24 H 1.339 -2.821 -2.620  O22 0.959
25 O 3.064 0.344 -1.601  H26 0.968, H27 0.963
26 H 2.547 0.689 -0.859  O25 0.968
27 H 3.890 0.044 -1.209  O25 0.963

Computed properties:
LUMO energy (eV): 0.63
Structure (SMILES): CN1CCC[C@H]1CO.O.O
Energy relative to the best compared isomer or geometry (same formula, charge and spin) (kJ/mol): 229.59
F_max (eV Å⁻¹): 2.1
2S+1: 1
E (eV): -14129.2209
Molecular weight (u): 151.21
Gap between HOMO and LUMO (eV): 9.14